Computed, not measured: the molecule C4H5NO, with ωB97M-V/def2-TZVPD.

XYZ file:
```
11
Properties=species:S:1:pos:R:3:lowdin_charge:R:1
C 0.61708 0.41643 -0.03172 -0.1955
C 1.28120 -0.90783 -0.04302 -0.1094
N -0.36016 0.58595 1.03844 0.0124
O -1.99871 1.36836 -0.32057 0.0155
H 1.75248 -3.09912 -0.41447 0.0339
C -1.64030 0.97219 0.76702 -0.3595
H -2.34070 0.90999 1.62366 0.1332
C 1.59939 -2.06327 -0.15897 0.1006
H -0.23540 0.09629 1.90589 0.1253
H 1.26220 1.30974 -0.04367 0.1274
H 0.03279 0.41585 -0.94890 0.1162
```

Calculated values
Max |F| = 0.72 eV Å⁻¹
Orbital gap = 10.89 eV
LUMO level = 0.9 eV
SMILES = C#CCNC=O
HOMO level = -0.3680 Ha